# 1
A structure of composition C26H29AlB3BeBr2CaClF4N2O18S at a distorted geometry, computed with ωB97M-V/def2-TZVPD.

```
89
Properties=species:S:1:pos:R:3
C 6.486 0.968 -2.141
O 5.843 2.102 -1.585
C 5.639 3.090 -2.533
C 4.391 2.793 -3.424
C 3.401 3.962 -3.454
C 1.984 3.513 -3.085
C 1.078 4.699 -2.792
C -0.321 4.222 -2.404
C -0.256 3.658 -0.907
C -1.024 2.275 -0.648
C -0.105 1.166 -0.106
C -0.462 -0.236 -0.553
C -0.046 -0.708 -1.896
C -0.133 -0.109 -3.096
C 0.293 -0.770 -4.270
C 0.799 -2.050 -4.276
C 0.917 -2.685 -3.061
N 1.375 -3.940 -2.819
S 1.263 -4.150 -1.258
N 0.622 -2.729 -0.803
C 0.493 -2.016 -1.873
H 6.015 0.641 -3.068
H 7.523 1.251 -2.331
H 6.445 0.158 -1.425
H 6.574 3.127 -3.186
H 5.533 4.049 -2.041
H 3.967 1.865 -3.047
H 4.774 2.607 -4.422
H 3.353 4.350 -4.469
H 3.739 4.772 -2.813
H 2.095 2.878 -2.205
H 1.614 2.916 -3.917
H 1.048 5.375 -3.643
H 1.515 5.270 -1.976
H -0.723 3.509 -3.125
H -0.943 5.126 -2.371
H -0.656 4.435 -0.245
H 0.786 3.561 -0.646
H -1.729 2.499 0.162
H -1.623 1.949 -1.506
H 0.953 1.363 -0.244
H -0.258 1.172 0.970
H -1.512 -0.433 -0.385
H 0.064 -0.908 0.120
H -0.527 0.888 -3.202
H 0.210 -0.296 -5.235
H 1.085 -2.547 -5.185
B -3.620 -0.815 1.954
O -4.728 -1.450 1.190
C -4.760 -0.867 -0.049
O -5.527 -1.161 -0.901
C -3.648 0.182 -0.106
O -3.390 0.887 -1.035
O -3.004 0.175 1.060
O -4.098 -0.153 3.178
C -3.496 -0.740 4.257
O -3.636 -0.449 5.387
C -2.584 -1.846 3.678
O -1.872 -2.632 4.265
O -2.670 -1.848 2.378
Al -2.566 3.920 -1.453
Br -4.596 2.203 3.467
C -7.045 4.491 4.517
O -6.177 4.247 3.510
H -7.796 5.259 4.251
H -7.671 3.641 4.840
H -6.613 4.872 5.457
Ca -1.994 -4.883 3.655
Cl 8.258 4.181 -2.924
B 1.708 -4.625 4.263
O 0.506 -5.464 4.065
C 0.344 -5.680 2.764
O -0.530 -6.313 2.258
C 1.483 -4.958 2.023
O 1.636 -4.933 0.817
O 2.249 -4.364 2.887
O 1.364 -3.365 4.940
C 2.070 -3.284 6.070
O 2.021 -2.385 6.852
C 2.942 -4.543 6.174
O 3.699 -4.806 7.055
O 2.703 -5.300 5.101
Be -4.740 -3.400 0.518
Br -3.890 -4.449 6.089
B -2.408 -4.404 -1.209
F -3.047 -5.143 -0.228
F -2.940 -4.664 -2.460
F -2.501 -3.019 -0.916
F -0.998 -4.751 -1.226
```

Output
* E: -9887.4229 Ha
* lowest unoccupied orbital energy: -6.31 eV

=====

# 2
A cluster of 2 separate species, C26H29Br2NO4 in total at a distorted geometry, computed with ωB97M-V/def2-TZVPD.

```
62
Properties=species:S:1:pos:R:3
C -5.148 -5.691 1.929
O -4.452 -4.468 2.275
C -3.843 -3.738 1.308
C -4.038 -3.941 -0.085
C -3.261 -3.240 -0.991
C -2.173 -2.400 -0.563
C -1.280 -1.707 -1.432
C -1.271 -1.993 -2.817
C -1.293 -0.976 -3.834
C -1.593 -1.279 -5.131
Br -1.723 0.058 -6.472
C -1.945 -2.666 -5.553
O -2.468 -2.926 -6.643
C -1.661 -3.704 -4.533
Br -1.939 -5.512 -5.027
C -1.325 -3.363 -3.262
C -2.001 -2.251 0.844
C -2.863 -2.808 1.749
H -5.409 -6.115 2.902
H -6.054 -5.468 1.350
H -4.508 -6.389 1.365
H -4.769 -4.682 -0.430
H -3.472 -3.382 -2.055
H -0.625 -0.934 -1.027
H -1.145 0.074 -3.568
H -1.159 -4.180 -2.558
H -1.137 -1.695 1.200
H -2.748 -2.640 2.819
C -1.587 1.082 1.426
O -0.793 2.113 0.834
C 0.181 2.612 1.622
O 0.391 2.246 2.763
C 0.951 3.704 0.910
C 0.509 5.108 1.392
C 1.683 5.678 2.169
C 2.896 4.795 1.819
N 2.344 3.593 1.246
C 3.091 2.538 0.830
C 2.521 1.352 0.368
C 3.268 0.070 0.458
C 4.803 0.195 0.664
C 5.373 1.553 0.261
C 4.598 2.724 0.889
H -2.261 0.784 0.620
H -0.949 0.245 1.732
H -2.147 1.468 2.288
H 0.765 3.569 -0.172
H 0.293 5.716 0.502
H -0.413 5.064 1.979
H 1.894 6.719 1.907
H 1.486 5.645 3.246
H 3.527 5.321 1.081
H 3.536 4.613 2.699
H 1.509 1.314 -0.047
H 2.903 -0.529 1.316
H 3.019 -0.534 -0.433
H 5.006 0.059 1.737
H 5.312 -0.620 0.136
H 6.427 1.624 0.549
H 5.345 1.666 -0.831
H 4.876 3.647 0.351
H 4.942 2.883 1.930
```

Output
* E: -6511.7902 Ha
* SMILES: COc1ccc(C=C2C=C(Br)C(=O)C(Br)=C2)cc1.COC(=O)[C@H]1CCCN1C1=CCCCC1
* lowest unoccupied orbital energy: -1.71 eV

=====

Values of frontier orbital gap, in order: 1.0 5.5, all in eV.